Computed, not measured: a structure of composition C39H40AsF6N6O6S3V in a non-equilibrium geometry, with the ωB97M-V functional and the def2-TZVPD basis.

Geometry (Å):
V: 0.48322 -0.34693 -0.85589
O: 1.43367 3.89536 -2.23921
C: 1.53283 3.56515 -3.54269
C: 1.70784 4.60318 -4.45548
C: 1.80548 4.32504 -5.80529
C: 1.74412 3.01064 -6.27154
C: 1.58521 1.98566 -5.35904
C: 1.48092 2.24689 -3.99219
C: 1.35076 1.11980 -3.04773
O: 0.84486 1.33249 -1.86061
N: 1.84424 -0.04590 -3.40889
N: 1.69772 -0.87286 -2.30796
C: 2.33507 -1.99203 -2.23929
C: 2.27927 -2.63226 -0.92112
C: 2.87448 -3.84417 -0.64159
C: 2.81514 -4.34240 0.65183
C: 2.18170 -3.59575 1.63750
C: 1.61245 -2.39233 1.28338
N: 1.64723 -1.91090 0.04062
H: 1.13324 3.10124 -1.75509
H: 1.74557 5.61766 -4.07796
H: 1.92337 5.14235 -6.50721
H: 1.81590 2.79408 -7.33032
H: 1.53928 0.95351 -5.68274
H: 2.91849 -2.36203 -3.07497
H: 3.37444 -4.38037 -1.43980
H: 3.25985 -5.29896 0.89420
H: 2.12097 -3.93354 2.66038
H: 1.12589 -1.78552 2.03845
S: -2.46514 2.07890 -1.63826
C: -3.77452 0.92647 -1.67500
C: -5.13543 1.29072 -1.54169
C: -6.15344 0.36658 -1.68071
C: -5.88298 -0.97459 -1.96484
C: -4.56373 -1.37577 -2.06738
C: -3.53896 -0.44916 -1.89141
As: -1.68700 -0.88187 -2.10668
C: -1.61710 -0.96810 -4.05646
C: -1.78630 -2.14002 -4.78546
C: -1.77610 -2.10533 -6.17512
C: -1.61552 -0.89818 -6.84391
C: -1.47254 0.27570 -6.11658
C: -1.46821 0.24409 -4.72779
C: -1.65439 -2.80853 -1.60314
C: -0.64366 -3.64103 -2.09123
C: -0.47202 -4.92935 -1.60076
C: -1.31042 -5.41052 -0.60305
C: -2.32197 -4.59780 -0.10735
C: -2.48642 -3.30667 -0.59561
H: -5.36427 2.33260 -1.34999
H: -7.18351 0.69234 -1.57984
H: -6.68566 -1.68834 -2.10339
H: -4.33540 -2.41120 -2.28295
H: -1.94192 -3.08256 -4.28224
H: -1.90300 -3.02480 -6.73418
H: -1.60992 -0.87295 -7.92721
H: -1.36342 1.22636 -6.62645
H: -1.37592 1.16398 -4.16186
H: 0.02088 -3.28012 -2.86779
H: 0.32470 -5.55280 -1.99201
H: -1.16868 -6.40607 -0.20052
H: -2.97874 -4.96306 0.67385
H: -3.28065 -2.69221 -0.18486
C: -3.02986 1.15384 2.12287
N: -1.57951 1.21648 2.08506
C: -0.95861 -0.05030 2.11362
C: -1.01190 2.09767 3.08945
C: 0.50977 2.27615 2.94117
N: 1.01336 2.10044 1.58488
C: 0.53459 3.16235 0.70623
C: 2.46076 2.03140 1.59354
H: -3.41212 0.60505 3.00042
H: -3.41838 0.68286 1.21460
H: -3.43238 2.16696 2.13428
H: -1.40912 -0.76092 2.82784
H: 0.09230 0.07346 2.34909
H: -1.90593 -0.78285 0.53710
H: -1.21684 1.74400 4.11213
H: -1.51060 3.06145 2.98760
H: 1.03556 1.56973 3.58581
H: 0.75849 3.28238 3.31771
H: 1.08276 4.10222 0.88578
H: -0.52960 3.32649 0.85874
H: 0.63010 2.87729 -0.33919
H: 2.92747 2.96923 1.93763
H: 2.83549 1.82326 0.59170
H: 2.78871 1.22396 2.25256
F: -2.80282 -2.67872 4.59756
C: -2.67021 -3.50697 3.57134
F: -3.40574 -3.00696 2.55109
F: -3.16043 -4.69448 3.89475
S: -0.92250 -3.66148 2.88639
O: -0.98329 -0.68553 0.80487
O: -0.60939 -5.10807 2.99775
N: -0.09484 -2.68585 3.90097
S: 0.09238 -2.88382 5.46255
O: -0.64495 -3.98211 6.03207
O: 0.10531 -1.61236 6.13265
C: 1.82751 -3.40503 5.54011
F: 1.97571 -4.62258 5.01193
F: 2.62123 -2.56096 4.86674
F: 2.23726 -3.43918 6.80711

Results
M: 1024.8 g mol⁻¹
LUMO energy (spin up / spin down): 1.3 / 1.0 eV
Kohn-Sham gap (spin up / spin down): 5.71 / 5.38 eV
energy above the lowest of the compared OMol25 structures with the same formula, charge and spin: 40.1 kcal/mol
total charge: -1
2S+1: 4
max |F|: 2.1 eV/Å
HOMO (spin up / spin down): -4.422 / -4.423 eV

---

Computed, not measured: a structure of composition C39H40BCl2N9O3RuTe, with the ωB97M-V functional and the def2-TZVPD basis.

Geometry (Å):
Ru: 1.54447 0.25266 0.77206
C: 4.37925 -0.91554 3.76422
C: 3.31577 -1.22520 2.92384
N: 3.08574 -0.21691 2.08427
N: 3.99810 0.74852 2.35167
C: 4.77203 0.34942 3.37173
B: 3.92269 2.14737 1.62941
N: 3.90010 1.88056 0.09666
C: 4.75947 2.23075 -0.86919
C: 4.41880 1.54970 -2.02522
C: 3.32121 0.77329 -1.66682
N: 3.01954 0.99330 -0.38882
N: 2.56839 2.75366 2.03940
C: 2.22617 3.82592 2.77830
C: 0.89621 3.71010 3.12223
C: 0.48338 2.50633 2.55477
N: 1.49195 1.94583 1.90301
N: 5.14057 2.97219 1.96378
C: 6.44259 2.57887 1.86995
C: 7.22899 3.69296 1.97611
C: 6.30873 4.75255 2.11575
N: 5.06326 4.32056 2.09311
H: 4.79893 -1.51861 4.55007
H: 2.69922 -2.10860 2.89898
H: 5.54327 0.99102 3.76331
H: 5.54751 2.93957 -0.67459
H: 4.89913 1.61195 -2.98571
H: 2.73695 0.07864 -2.24783
H: 2.95872 4.58202 2.99273
H: 0.30915 4.39887 3.70392
H: -0.47233 2.01762 2.60267
H: 6.71027 1.54492 1.71791
H: 8.30461 3.74088 1.95919
H: 6.50670 5.80653 2.23213
Cl: -1.11495 -6.20628 2.99860
C: -0.68423 -4.56088 2.67668
C: -1.26886 -3.53814 3.44439
C: -0.96378 -2.22738 3.20636
Cl: -1.67765 -0.99501 4.18195
C: -0.06019 -1.83106 2.17714
O: 0.14955 -0.57855 1.99615
C: 0.52621 -2.89388 1.42169
C: 1.40746 -2.68551 0.31603
O: 1.71365 -1.61791 -0.22894
C: 0.20758 -4.24635 1.69942
H: -1.96119 -3.79066 4.23703
H: 1.81322 -3.59478 -0.14391
H: 0.67007 -5.03036 1.11175
C: -0.71946 2.60001 -2.27179
C: 0.16968 2.18355 -1.12353
O: 0.91287 3.00321 -0.63130
N: 0.11843 0.87841 -0.60270
Te: -0.83057 -0.68036 -1.47804
C: -2.33772 -1.19144 -0.08353
C: -2.87223 -0.35957 0.90775
C: -2.42913 1.04583 1.19591
C: -3.85046 -0.89692 1.73969
C: -4.29226 -2.20681 1.62915
C: -5.32804 -2.76299 2.56430
C: -3.74152 -3.00067 0.63246
C: -2.77147 -2.52039 -0.23557
C: -2.28491 -3.45666 -1.31746
C: -2.12350 -0.25431 -3.10986
C: -1.57737 -0.60474 -4.35455
C: -0.17822 -1.13179 -4.59065
C: -2.38805 -0.48091 -5.48164
C: -3.69249 -0.02149 -5.40832
C: -4.53848 0.12991 -6.63948
C: -4.19939 0.31627 -4.15592
C: -3.44336 0.21129 -3.00026
C: -4.09168 0.54693 -1.68533
H: -0.36832 3.57108 -2.60848
H: -1.75214 2.70917 -1.92926
H: -0.71286 1.90711 -3.11097
H: -1.54572 1.00348 1.82397
H: -3.21065 1.58036 1.73498
H: -2.16245 1.62359 0.31180
H: -4.26783 -0.26268 2.51381
H: -5.65404 -2.01598 3.28567
H: -4.92733 -3.61621 3.11402
H: -6.20325 -3.11398 2.01497
H: -4.07429 -4.02788 0.52331
H: -2.44342 -4.48950 -1.01154
H: -1.22181 -3.35205 -1.54523
H: -2.83605 -3.29889 -2.24826
H: 0.56386 -0.79513 -3.86859
H: 0.16589 -0.81908 -5.57475
H: -0.17775 -2.22480 -4.57581
H: -1.97187 -0.74405 -6.44779
H: -4.06204 -0.32011 -7.50859
H: -4.70917 1.18610 -6.85539
H: -5.51472 -0.33542 -6.50088
H: -5.22070 0.67211 -4.07549
H: -4.95722 1.18895 -1.83962
H: -3.40664 1.06845 -1.01757
H: -4.42654 -0.35600 -1.17104

Results
M: 993.2 g mol⁻¹
LUMO energy (spin up / spin down): -3.2 / -3.9 eV
Kohn-Sham gap (spin up / spin down): 7.51 / 6.72 eV
energy above the lowest of the compared OMol25 structures with the same formula, charge and spin: 1.4 kcal/mol
total charge: +1
2S+1: 2
max |F|: 0.6 eV/Å
HOMO (spin up / spin down): -10.678 / -10.662 eV

---

Computed, not measured: a structure of composition C39H40BCl2N9O3RuTe, with the ωB97M-V functional and the def2-TZVPD basis.

Geometry (Å):
Ru: 0.06919 1.28340 1.08700
C: 1.39201 2.62029 4.95171
C: 1.65034 2.15750 3.66410
N: 0.50922 1.86043 3.05185
N: -0.49504 2.09857 3.91969
C: 0.01548 2.57076 5.06804
B: -1.93038 1.66434 3.51392
N: -1.83977 0.17573 3.03222
C: -2.49959 -0.90481 3.47797
C: -2.03884 -2.01147 2.78963
C: -1.07282 -1.51359 1.91766
N: -0.96798 -0.19479 2.07532
N: -2.35892 2.50162 2.28612
C: -3.32620 3.40932 2.06854
C: -3.21103 3.87672 0.77503
C: -2.11239 3.20418 0.24785
N: -1.60787 2.38777 1.16523
N: -2.86948 1.72833 4.68971
C: -2.65947 1.20453 5.92999
C: -3.84660 1.23674 6.60897
C: -4.75605 1.79450 5.68720
N: -4.17165 2.08065 4.54139
H: 2.09881 2.95903 5.68747
H: 2.58579 2.07810 3.13449
H: -0.62521 2.84258 5.88878
H: -3.24798 -0.81333 4.24723
H: -2.36000 -3.03145 2.90210
H: -0.46681 -2.02341 1.18697
H: -4.04205 3.62011 2.84179
H: -3.83712 4.59932 0.28365
H: -1.66868 3.24917 -0.73377
H: -1.69496 0.82593 6.22616
H: -4.03334 0.91098 7.61699
H: -5.80580 2.00270 5.81785
Cl: 0.56013 8.25611 -1.79029
C: 0.66513 6.62536 -1.22409
C: 0.75072 6.36391 0.13382
C: 0.85604 5.06250 0.58258
Cl: 0.97020 4.83841 2.29315
C: 0.87250 3.94410 -0.27799
O: 1.12187 2.71702 0.15534
C: 0.72842 4.25057 -1.64942
C: 0.54044 3.25390 -2.70777
O: 0.15105 2.11479 -2.55750
C: 0.66167 5.57058 -2.10449
H: 0.74987 7.17433 0.84919
H: 0.71868 3.64204 -3.72835
H: 0.58155 5.75626 -3.16862
C: -2.77148 0.00613 -0.92749
C: -1.31261 -0.15049 -1.20264
O: -0.98709 -0.83517 -2.31967
N: -0.31180 0.26945 -0.55486
Te: 1.02512 -0.67001 -2.21138
C: 1.22163 -1.96198 -3.91116
C: 0.28633 -2.13368 -4.93709
C: -1.02195 -1.39122 -5.04336
C: 0.59460 -3.02659 -5.95959
C: 1.79947 -3.71319 -6.01602
C: 2.10348 -4.66851 -7.13473
C: 2.74330 -3.44961 -5.03245
C: 2.48109 -2.57674 -3.98483
C: 3.58728 -2.32516 -2.98460
C: 1.37182 -2.09610 -0.69859
C: 2.06744 -1.62387 0.42508
C: 2.38331 -0.17064 0.67431
C: 2.40034 -2.52075 1.43419
C: 2.03205 -3.85529 1.37039
C: 2.39132 -4.81867 2.46476
C: 1.28942 -4.27804 0.27305
C: 0.94804 -3.43275 -0.77613
C: 0.12348 -4.00676 -1.90009
H: -3.34762 -0.77561 -1.41562
H: -3.09363 0.97184 -1.32014
H: -2.95469 -0.00244 0.14529
H: -0.92482 -0.34911 -4.73871
H: -1.79969 -1.83603 -4.42476
H: -1.36159 -1.40718 -6.07756
H: -0.13118 -3.17520 -6.75124
H: 1.22165 -4.85962 -7.74360
H: 2.46443 -5.62121 -6.74642
H: 2.88115 -4.26464 -7.78509
H: 3.71574 -3.92721 -5.08557
H: 4.53770 -2.65986 -3.39621
H: 3.43113 -2.85560 -2.04430
H: 3.70722 -1.26099 -2.75413
H: 2.30721 0.49791 -0.18043
H: 3.38557 -0.04290 1.08590
H: 1.73988 0.16810 1.52339
H: 2.94393 -2.15788 2.29994
H: 3.02233 -4.34867 3.21682
H: 2.92390 -5.68065 2.06189
H: 1.49384 -5.19318 2.95954
H: 0.96161 -5.31100 0.22611
H: -0.44504 -4.85823 -1.52767
H: 0.75175 -4.35772 -2.71982
H: -0.57840 -3.28361 -2.30914

Results
M: 993.2 g mol⁻¹
LUMO energy (spin up / spin down): -2.5 / -3.7 eV
Kohn-Sham gap (spin up / spin down): 7.96 / 6.79 eV
energy above the lowest of the compared OMol25 structures with the same formula, charge and spin: 19.4 kcal/mol
total charge: +1
2S+1: 2
max |F|: 0.5 eV/Å
HOMO (spin up / spin down): -10.502 / -10.454 eV

---

no.,E_tot (Eh)
1,-7263.73625
2,-3536.76517
3,-3536.73641